The following is a DFT calculation (ωB97M-V/def2-TZVPD) of a molecular structure, C7H9N2OReS6SbSi.

For the HOMO energy, the calculation gives -12.55 eV. The energy above the lowest of the compared OMol25 structures with the same formula, charge and spin is 0.0 kcal/mol. Its total energy is -3453.88677 hartree. The calculation puts the orbital gap at 7.1 eV. The net charge is +1.

Last column: natural (NBO) charge in e.
Positions of all 28 atoms, in Å:
Re (-0.075, 0.249, -0.124)  0.806
S (-1.327, 0.115, 1.697)  0.250
C (-2.798, -0.004, 0.717)  -0.240
S (-2.113, -0.050, -0.918)  0.265
C (-4.079, -0.069, 1.109)  -0.255
C (-4.406, -0.016, 2.500)  0.237
N (-4.645, 0.057, 3.621)  -0.197
C (-5.123, -0.191, 0.137)  0.236
N (-5.936, -0.313, -0.663)  -0.194
S (4.233, -3.268, -0.625)  -0.553
Sb (4.944, -2.361, 1.232)  1.030
S (2.588, -0.270, -0.439)  0.086
S (1.045, -1.659, -0.369)  0.037
S (3.465, -0.327, 1.402)  -0.334
C (0.217, 4.564, -1.442)  -1.144
Si (1.147, 3.512, -0.232)  1.849
C (0.863, 3.938, 1.552)  -1.147
C (2.937, 3.255, -0.664)  -1.152
O (0.400, 1.938, -0.391)  -0.898
H (0.587, 5.591, -1.383)  0.263
H (-0.850, 4.584, -1.221)  0.258
H (0.354, 4.223, -2.468)  0.258
H (1.222, 4.950, 1.754)  0.266
H (1.401, 3.261, 2.218)  0.251
H (-0.196, 3.907, 1.810)  0.257
H (3.455, 4.216, -0.632)  0.268
H (3.060, 2.850, -1.670)  0.254
H (3.434, 2.593, 0.047)  0.243


The following is a DFT calculation (ωB97M-V/def2-TZVPD) of a single C7H9N3 molecule in a non-equilibrium geometry.

For the HOMO energy, the calculation gives -8.27 eV. The energy above the lowest of the compared OMol25 structures with the same formula, charge and spin is 59.4 kcal/mol. Its total energy is -436.32151 hartree. The calculation puts the orbital gap at 9.1 eV. The SMILES is CN1C=CC[C@H]2[C@@H]1N2C#N. The net charge is 0.

Last column: natural (NBO) charge in e.
Positions of all 19 atoms, in Å:
C (0.695, 2.280, -0.144)  -0.403
N (0.736, 0.914, 0.342)  -0.430
C (1.591, 0.054, -0.283)  0.015
C (1.476, -1.288, -0.462)  -0.291
C (0.307, -2.002, 0.060)  -0.448
C (-0.785, -1.086, 0.541)  -0.048
C (-0.544, 0.329, 0.683)  0.115
N (-1.381, -0.181, -0.425)  -0.477
C (-2.739, 0.037, -0.348)  0.412
N (-3.874, 0.249, -0.314)  -0.370
H (0.201, 2.330, -1.144)  0.196
H (0.102, 2.806, 0.629)  0.205
H (1.713, 2.701, -0.168)  0.214
H (2.493, 0.540, -0.673)  0.201
H (2.210, -1.839, -1.036)  0.222
H (-0.167, -2.553, -0.768)  0.224
H (0.500, -2.775, 0.830)  0.226
H (-1.469, -1.506, 1.255)  0.221
H (-1.067, 0.991, 1.424)  0.216


The following is a DFT calculation (ωB97M-V/def2-TZVPD) of a single C7H9N3O molecule in a non-equilibrium geometry.

For the HOMO energy, the calculation gives -9.05 eV. The energy above the lowest of the compared OMol25 structures with the same formula, charge and spin is 54.2 kcal/mol. Its total energy is -511.55913 hartree. The calculation puts the orbital gap at 10.0 eV. The SMILES is C[C@@H]1C[C@H](c2cocn2)N=N1. The net charge is 0.

Last column: natural (NBO) charge in e.
Positions of all 20 atoms, in Å:
C (1.499, -0.845, 1.704)  -0.609
C (-0.014, -1.078, 1.341)  -0.116
C (-0.130, -0.994, -0.228)  -0.457
C (-1.374, -0.139, -0.409)  -0.162
C (-1.044, 1.211, -1.069)  0.095
C (-2.023, 2.023, -1.642)  0.059
O (-1.360, 3.076, -2.202)  -0.395
C (-0.068, 2.846, -1.916)  0.331
N (0.157, 1.761, -1.324)  -0.476
N (-1.855, 0.157, 0.884)  -0.112
N (-1.100, -0.199, 1.784)  -0.105
H (1.711, 0.127, 1.222)  0.221
H (2.053, -1.551, 1.125)  0.217
H (1.671, -0.921, 2.798)  0.223
H (-0.417, -2.005, 1.601)  0.206
H (-0.166, -1.974, -0.758)  0.226
H (0.778, -0.489, -0.663)  0.234
H (-2.252, -0.474, -0.965)  0.226
H (-3.024, 1.934, -1.725)  0.202
H (0.641, 3.500, -2.425)  0.193


The following is a DFT calculation (ωB97M-V/def2-TZVPD) of a single C7H9N3O3 molecule in a non-equilibrium geometry.

For the HOMO energy (spin up / spin down), the calculation gives -8.40 / -8.40 eV. The energy above the lowest of the compared OMol25 structures with the same formula, charge and spin is 127.3 kcal/mol. Its total energy is -661.97718 hartree. The calculation puts the orbital gap (spin up / spin down) at 8.6 / 8.6 eV. The net charge is 0.

Last column: natural (NBO) charge in e.
Positions of all 22 atoms, in Å:
C (2.855, -1.681, -0.768)  -0.098
C (1.812, -0.736, -0.781)  -0.113
C (3.439, -0.119, 0.512)  0.158
C (-0.904, 0.967, -0.486)  0.940
C (-3.312, -1.108, 0.729)  -0.631
C (-3.049, 0.194, 0.008)  -0.078
C (1.685, 1.382, 0.330)  0.142
N (3.899, -1.251, 0.026)  -0.428
N (0.403, 1.658, 0.314)  0.053
N (2.264, 0.243, -0.069)  -0.357
O (-0.880, 0.707, -1.660)  -0.568
O (-0.085, 2.766, 0.610)  -0.514
O (-1.750, 0.672, 0.435)  -0.472
H (3.160, -2.660, -1.230)  0.229
H (0.944, -0.566, -1.353)  0.237
H (3.879, 0.619, 1.175)  0.195
H (-3.489, -0.951, 1.808)  0.222
H (-4.152, -1.646, 0.226)  0.229
H (-2.396, -1.696, 0.626)  0.223
H (-3.711, 1.008, 0.182)  0.204
H (-2.925, -0.044, -1.075)  0.208
H (2.313, 2.241, 0.443)  0.221


What is the energy above the lowest of the compared OMol25 structures with the same formula, charge and spin in the fourth record? 127.3 kcal/mol